# C4H2F8N2

2 unconnected molecules or ions with the total composition C4H2F8N2 in a non-equilibrium geometry (ωB97M-V with the def2-TZVPD basis set, OMol25).

Structure (ORCA input):
```
! wB97M-V def2-TZVPD RIJCOSX def2/J DEFGRID3
* xyz 0 1
C -1.95057 -0.67169 -0.01615
C -1.24851 0.44570 -0.47485
C -0.50617 1.50754 0.07602
C 1.59774 -1.50738 -0.42485
N -0.20222 1.59078 1.37543
N 1.35063 -0.15702 -0.00180
F -1.29585 0.62753 -1.78463
F 0.04700 2.45508 -0.52901
F 0.57571 -2.23151 0.01753
F 1.57237 -1.67416 -1.86690
F 0.48942 2.56187 1.87523
F -0.87810 0.89498 2.24544
F 2.70684 -2.08539 -0.02280
F 2.27043 0.65662 -0.70292
H -2.62525 -1.30491 -0.73694
H -1.90346 -1.10804 0.97119
*
```

Output
energy: -1061.67194 hartree
max |F|: 3.90 eV/A
HOMO level (alpha / beta): -9.2822 / -7.7557 eV
HOMO-LUMO gap (alpha / beta): 7.882 / 5.759 eV
energy relative to the best compared isomer or geometry (same formula, charge and spin): 3.5749 eV